i.
{
  "formula": "C2H8OSi2",
  "method": "ωB97M-V/def2-TZVPD",
  "charge": 0,
  "species": ["C", "C", "O", "Si", "Si", "H", "H", "H", "H", "H", "H", "H", "H"],
  "xyz": [[2.276, 0.793, -0.508], [-2.167, -1.284, -0.451], [-1.160, 1.653, -0.354], [1.088, -0.158, 0.570], [-1.506, 0.315, 0.317], [1.886, 1.104, -1.467], [2.617, 1.707, -0.109], [3.214, 0.183, -0.782], [-1.794, -2.100, 0.245], [-3.278, -1.329, -0.456], [-1.793, -1.371, -1.470], [2.217, -0.146, 2.702], [-1.600, 0.632, 1.763]]
}



ii.
{
  "formula": "C2H8OSi2",
  "method": "ωB97M-V/def2-TZVPD",
  "charge": 0,
  "species": ["C", "C", "O", "Si", "Si", "H", "H", "H", "H", "H", "H", "H", "H"],
  "xyz": [[0.638, -0.233, 2.172], [1.494, 0.745, 1.410], [0.883, -0.516, 3.326], [-1.068, -0.308, -2.673], [-0.835, -1.137, 1.271], [1.178, 0.595, 0.314], [2.513, 0.588, 1.667], [1.245, 1.747, 1.535], [-2.322, -0.999, -3.058], [-1.346, 0.472, -1.455], [-0.592, 0.341, -3.972], [0.028, -1.205, -2.395], [-1.816, -0.089, 1.858]]
}



From most stable to least stable, the computed energies give ii, i.



i.
{
  "formula": "C36H96O36S12",
  "method": "ωB97M-V/def2-TZVPD",
  "charge": 0,
  "smiles": "CCOS(C)(=O)=O.CCOS(C)(=O)=O.CCOS(C)(=O)=O.CCOS(C)(=O)=O.CCOS(C)(=O)=O.CCOS(C)(=O)=O.CCOS(C)(=O)=O.CCOS(C)(=O)=O.CCOS(C)(=O)=O.CCOS(C)(=O)=O.CCOS(C)(=O)=O.CCOS(C)(=O)=O",
  "species": ["C", "C", "O", "S", "C", "O", "O", "H", "H", "H", "H", "H", "H", "H", "H", "C", "C", "O", "S", "C", "O", "O", "H", "H", "H", "H", "H", "H", "H", "H", "C", "C", "O", "S", "C", "O", "O", "H", "H", "H", "H", "H", "H", "H", "H", "C", "C", "O", "S", "C", "O", "O", "H", "H", "H", "H", "H", "H", "H", "H", "C", "C", "O", "S", "C", "O", "O", "H", "H", "H", "H", "H", "H", "H", "H", "C", "C", "O", "S", "C", "O", "O", "H", "H", "H", "H", "H", "H", "H", "H", "C", "C", "O", "S", "C", "O", "O", "H", "H", "H", "H", "H", "H", "H", "H", "C", "C", "O", "S", "C", "O", "O", "H", "H", "H", "H", "H", "H", "H", "H", "C", "C", "O", "S", "C", "O", "O", "H", "H", "H", "H", "H", "H", "H", "H", "C", "C", "O", "S", "C", "O", "O", "H", "H", "H", "H", "H", "H", "H", "H", "C", "C", "O", "S", "C", "O", "O", "H", "H", "H", "H", "H", "H", "H", "H", "C", "C", "O", "S", "C", "O", "O", "H", "H", "H", "H", "H", "H", "H", "H"],
  "xyz": [[-0.618, 5.766, -10.070], [0.877, 5.977, -9.953], [1.628, 4.971, -10.639], [2.061, 3.559, -9.965], [0.672, 2.537, -10.489], [3.261, 3.127, -10.634], [1.979, 3.710, -8.540], [-1.160, 6.687, -9.859], [-0.976, 5.055, -9.320], [-0.847, 5.362, -11.056], [1.148, 6.935, -10.400], [1.242, 6.057, -8.928], [-0.079, 2.733, -9.727], [1.126, 1.552, -10.379], [0.437, 2.779, -11.517], [7.812, 4.363, -12.296], [7.953, 5.168, -13.598], [6.728, 5.843, -13.823], [6.479, 6.758, -15.146], [6.907, 5.645, -16.506], [5.052, 6.997, -15.205], [7.387, 7.868, -15.176], [7.960, 5.099, -11.503], [8.545, 3.581, -12.109], [6.819, 3.914, -12.270], [8.820, 5.811, -13.450], [8.200, 4.419, -14.357], [6.432, 4.695, -16.259], [7.977, 5.531, -16.631], [6.358, 6.071, -17.343], [10.417, -0.536, -8.966], [8.904, -0.646, -8.632], [8.344, 0.620, -8.233], [8.289, 1.816, -9.313], [6.513, 1.905, -9.537], [8.686, 3.064, -8.728], [8.769, 1.338, -10.592], [10.486, -0.350, -10.036], [10.853, -1.519, -8.794], [10.818, 0.282, -8.374], [8.345, -1.129, -9.431], [8.842, -1.259, -7.735], [6.123, 1.983, -10.549], [6.200, 2.831, -9.052], [6.093, 1.035, -9.040], [5.185, 6.296, -10.188], [4.620, 5.670, -8.876], [5.120, 6.350, -7.734], [5.529, 5.395, -6.471], [3.888, 5.114, -5.789], [6.022, 4.133, -6.944], [6.318, 6.162, -5.544], [6.176, 5.852, -10.298], [5.328, 7.358, -9.987], [4.509, 6.117, -11.019], [3.561, 5.955, -8.896], [4.658, 4.584, -8.886], [3.919, 4.211, -5.179], [3.172, 4.940, -6.592], [3.608, 5.974, -5.184], [8.631, 2.917, 0.098], [8.442, 2.676, -1.367], [7.140, 3.119, -1.772], [6.868, 3.231, -3.390], [7.921, 4.703, -3.711], [7.437, 2.125, -4.115], [5.550, 3.715, -3.575], [9.371, 3.687, 0.327], [8.827, 1.994, 0.641], [7.754, 3.345, 0.589], [9.264, 2.999, -2.012], [8.470, 1.601, -1.574], [8.935, 4.481, -4.038], [8.028, 5.281, -2.795], [7.384, 5.285, -4.457], [2.944, 9.124, -11.642], [2.188, 9.628, -12.871], [1.557, 8.532, -13.550], [1.055, 8.881, -15.110], [2.626, 8.611, -15.955], [0.099, 7.860, -15.525], [0.712, 10.295, -15.116], [2.669, 9.652, -10.731], [3.979, 9.252, -11.949], [2.759, 8.085, -11.363], [1.332, 10.267, -12.629], [2.837, 10.244, -13.499], [2.752, 7.561, -16.200], [3.360, 8.949, -15.231], [2.578, 9.159, -16.894], [3.340, 7.658, -2.781], [2.878, 7.311, -1.380], [3.841, 7.106, -0.346], [5.253, 7.855, -0.432], [5.894, 7.642, 1.240], [6.138, 7.083, -1.273], [5.075, 9.254, -0.701], [4.114, 6.996, -3.172], [3.733, 8.674, -2.774], [2.514, 7.595, -3.490], [2.198, 8.089, -1.016], [2.219, 6.441, -1.438], [6.772, 8.283, 1.175], [6.264, 6.618, 1.292], [5.259, 7.817, 2.102], [0.389, -1.215, -6.458], [-0.209, 0.183, -6.732], [0.470, 1.036, -5.789], [0.034, 2.640, -5.870], [-1.347, 2.524, -4.725], [1.062, 3.485, -5.302], [-0.478, 2.949, -7.171], [0.434, -1.742, -7.413], [-0.330, -1.697, -5.800], [1.407, -1.174, -6.084], [0.068, 0.526, -7.727], [-1.276, 0.062, -6.548], [-2.106, 1.968, -5.272], [-1.712, 3.548, -4.637], [-1.037, 2.140, -3.761], [-1.067, 3.729, -14.307], [0.380, 4.160, -14.089], [1.178, 3.319, -14.974], [2.434, 2.536, -14.300], [3.544, 3.927, -13.810], [2.023, 1.895, -13.072], [3.035, 1.718, -15.332], [-1.297, 2.727, -13.954], [-1.270, 3.871, -15.366], [-1.725, 4.422, -13.777], [0.532, 5.155, -14.527], [0.914, 4.318, -13.148], [3.540, 4.718, -14.558], [4.539, 3.493, -13.751], [3.199, 4.294, -12.847], [3.820, 0.400, -6.638], [4.410, 1.179, -5.457], [3.375, 1.559, -4.515], [3.123, 0.494, -3.293], [1.610, 1.306, -2.639], [2.840, -0.836, -3.790], [4.206, 0.641, -2.346], [4.582, 0.414, -7.417], [2.941, 0.962, -6.958], [3.532, -0.606, -6.346], [5.174, 0.585, -4.952], [4.849, 2.142, -5.713], [1.866, 1.628, -1.636], [0.785, 0.610, -2.779], [1.358, 2.158, -3.269], [8.566, 10.424, -13.270], [7.453, 10.338, -12.217], [7.991, 10.203, -10.891], [6.974, 10.400, -9.668], [8.007, 9.525, -8.463], [6.903, 11.816, -9.444], [5.775, 9.616, -9.876], [9.460, 9.912, -12.895], [8.958, 11.406, -13.528], [8.345, 9.826, -14.151], [6.686, 11.107, -12.288], [6.955, 9.395, -12.455], [9.007, 9.950, -8.549], [8.011, 8.454, -8.630], [7.707, 9.800, -7.452], [-0.344, 9.069, -2.569], [-0.328, 8.057, -3.709], [0.595, 8.478, -4.722], [0.184, 8.121, -6.241], [-0.004, 6.333, -6.234], [-1.098, 8.660, -6.569], [1.284, 8.494, -7.091], [-1.248, 8.920, -1.975], [-0.306, 10.078, -2.973], [0.454, 8.901, -1.845], [-0.027, 7.098, -3.282], [-1.374, 7.951, -4.000], [-0.868, 6.100, -5.613], [0.804, 5.815, -5.712], [0.000, 5.942, -7.246]]
}



ii.
{
  "formula": "C36H96O36S12",
  "method": "ωB97M-V/def2-TZVPD",
  "charge": 0,
  "smiles": "CCOS(C)(=O)=O.CCOS(C)(=O)=O.CCOS(C)(=O)=O.CCOS(C)(=O)=O.CCOS(C)(=O)=O.CCOS(C)(=O)=O.CCOS(C)(=O)=O.CCOS(C)(=O)=O.CCOS(C)(=O)=O.CCOS(C)(=O)=O.CCOS(C)(=O)=O.CCOS(C)(=O)=O",
  "species": ["C", "C", "O", "S", "C", "O", "O", "H", "H", "H", "H", "H", "H", "H", "H", "C", "C", "O", "S", "C", "O", "O", "H", "H", "H", "H", "H", "H", "H", "H", "C", "C", "O", "S", "C", "O", "O", "H", "H", "H", "H", "H", "H", "H", "H", "C", "C", "O", "S", "C", "O", "O", "H", "H", "H", "H", "H", "H", "H", "H", "C", "C", "O", "S", "C", "O", "O", "H", "H", "H", "H", "H", "H", "H", "H", "C", "C", "O", "S", "C", "O", "O", "H", "H", "H", "H", "H", "H", "H", "H", "C", "C", "O", "S", "C", "O", "O", "H", "H", "H", "H", "H", "H", "H", "H", "C", "C", "O", "S", "C", "O", "O", "H", "H", "H", "H", "H", "H", "H", "H", "C", "C", "O", "S", "C", "O", "O", "H", "H", "H", "H", "H", "H", "H", "H", "C", "C", "O", "S", "C", "O", "O", "H", "H", "H", "H", "H", "H", "H", "H", "C", "C", "O", "S", "C", "O", "O", "H", "H", "H", "H", "H", "H", "H", "H", "C", "C", "O", "S", "C", "O", "O", "H", "H", "H", "H", "H", "H", "H", "H"],
  "xyz": [[-0.685, -4.631, -2.775], [0.005, -4.132, -4.044], [-0.979, -3.531, -4.897], [-0.446, -2.825, -6.243], [-1.047, -4.028, -7.385], [-1.094, -1.573, -6.324], [0.980, -2.927, -6.232], [-1.325, -5.461, -3.079], [-1.346, -3.851, -2.395], [0.026, -4.857, -1.985], [0.814, -3.454, -3.767], [0.480, -4.969, -4.564], [-0.675, -5.007, -7.103], [-0.560, -3.779, -8.330], [-2.127, -3.946, -7.451], [3.027, -0.105, -3.828], [4.273, -0.716, -3.202], [3.968, -1.908, -2.444], [3.599, -1.788, -0.912], [5.235, -1.729, -0.274], [2.945, -0.536, -0.727], [2.984, -3.021, -0.583], [3.284, 0.714, -4.496], [2.354, 0.265, -3.055], [2.473, -0.869, -4.377], [4.892, -1.085, -4.018], [4.824, 0.016, -2.609], [5.239, -1.563, 0.801], [5.743, -0.909, -0.780], [5.727, -2.660, -0.539], [-1.882, -2.137, 4.497], [-0.793, -2.336, 5.522], [-1.073, -3.523, 6.281], [-1.038, -3.417, 7.858], [-2.289, -2.210, 8.196], [-1.463, -4.688, 8.321], [0.227, -2.878, 8.249], [-2.054, -3.045, 3.921], [-1.660, -1.323, 3.803], [-2.823, -1.832, 4.961], [0.177, -2.455, 5.031], [-0.655, -1.456, 6.153], [-1.999, -1.263, 7.750], [-2.400, -2.104, 9.269], [-3.179, -2.584, 7.693], [-5.658, 4.576, -6.521], [-5.057, 3.201, -6.544], [-3.839, 3.288, -7.318], [-3.073, 1.929, -7.614], [-2.493, 1.461, -6.018], [-4.051, 0.986, -8.038], [-1.965, 2.267, -8.429], [-6.467, 4.688, -5.800], [-6.013, 4.940, -7.486], [-4.879, 5.293, -6.237], [-4.826, 2.916, -5.518], [-5.718, 2.487, -7.030], [-1.790, 0.641, -6.156], [-3.304, 1.091, -5.399], [-1.965, 2.306, -5.578], [5.079, 2.271, 7.633], [3.672, 1.769, 7.493], [3.525, 1.125, 6.198], [2.174, 0.361, 5.970], [2.638, -1.210, 6.592], [1.160, 0.968, 6.770], [1.952, 0.266, 4.571], [5.853, 1.505, 7.604], [5.198, 2.807, 8.578], [5.349, 2.983, 6.852], [3.416, 1.061, 8.285], [2.953, 2.582, 7.545], [3.387, -1.601, 5.903], [1.756, -1.846, 6.598], [3.076, -1.140, 7.583], [3.513, 5.520, 4.716], [2.351, 4.601, 5.030], [1.169, 5.067, 4.362], [0.579, 4.197, 3.180], [-0.266, 2.948, 4.092], [-0.339, 5.022, 2.491], [1.684, 3.602, 2.476], [4.410, 5.098, 5.185], [3.420, 6.519, 5.133], [3.737, 5.488, 3.649], [2.608, 3.585, 4.734], [2.152, 4.661, 6.101], [-0.769, 2.307, 3.371], [-0.980, 3.466, 4.724], [0.469, 2.361, 4.651], [3.470, 8.187, 2.087], [3.044, 7.426, 0.859], [1.687, 6.980, 1.045], [0.780, 6.767, -0.242], [1.324, 5.163, -0.742], [-0.547, 6.696, 0.219], [1.188, 7.724, -1.227], [3.100, 7.737, 3.009], [3.120, 9.220, 2.084], [4.560, 8.207, 2.148], [3.185, 8.027, -0.037], [3.641, 6.516, 0.726], [0.758, 4.878, -1.627], [1.017, 4.481, 0.049], [2.391, 5.204, -0.929], [-1.849, 3.551, -2.251], [-3.205, 3.160, -2.765], [-3.240, 1.708, -2.646], [-4.601, 0.920, -2.811], [-4.882, 0.642, -1.102], [-5.580, 1.803, -3.346], [-4.227, -0.312, -3.410], [-1.834, 4.636, -2.114], [-1.046, 3.257, -2.921], [-1.756, 3.113, -1.259], [-4.028, 3.577, -2.185], [-3.376, 3.430, -3.808], [-4.978, 1.619, -0.635], [-4.047, 0.050, -0.746], [-5.835, 0.123, -0.999], [-2.219, -2.999, 0.568], [-3.228, -4.056, 0.981], [-2.634, -5.329, 0.704], [-3.422, -6.645, 1.126], [-4.126, -7.114, -0.431], [-2.448, -7.607, 1.498], [-4.479, -6.299, 2.014], [-2.468, -2.062, 1.070], [-2.314, -2.897, -0.516], [-1.169, -3.200, 0.777], [-3.464, -3.945, 2.040], [-4.175, -3.903, 0.457], [-3.335, -7.454, -1.090], [-4.685, -6.259, -0.803], [-4.823, -7.914, -0.187], [-4.220, -3.689, -3.241], [-4.441, -5.072, -3.823], [-4.086, -5.020, -5.211], [-4.507, -6.271, -6.090], [-3.430, -7.492, -5.413], [-5.862, -6.598, -5.837], [-4.095, -5.978, -7.409], [-3.204, -3.341, -3.423], [-4.419, -3.687, -2.167], [-4.870, -2.941, -3.695], [-3.774, -5.773, -3.310], [-5.472, -5.347, -3.601], [-2.461, -7.022, -5.271], [-3.378, -8.361, -6.066], [-3.823, -7.874, -4.471], [4.972, 2.693, 0.945], [5.002, 2.128, 2.338], [6.295, 1.497, 2.559], [6.418, 0.604, 3.855], [7.910, -0.190, 3.452], [6.616, 1.469, 4.970], [5.398, -0.382, 3.872], [5.601, 3.584, 0.871], [3.970, 3.084, 0.773], [5.179, 1.981, 0.154], [4.818, 2.910, 3.077], [4.189, 1.414, 2.496], [8.162, -0.841, 4.288], [8.732, 0.502, 3.285], [7.795, -0.800, 2.560], [-0.911, -0.532, -2.945], [-0.175, -0.501, -1.625], [-0.912, 0.327, -0.691], [-0.075, 1.335, 0.195], [0.601, 0.231, 1.379], [0.952, 1.902, -0.619], [-0.992, 2.195, 0.863], [-0.356, -1.183, -3.622], [-0.900, 0.469, -3.376], [-1.928, -0.891, -2.815], [-0.173, -1.521, -1.225], [0.848, -0.175, -1.763], [-0.200, -0.209, 1.967], [1.266, 0.807, 2.022], [1.186, -0.540, 0.883]]
}



From most stable to least stable, the computed energies give ii, i.